# 1
# C31H29BF6O2S

A 2-piece molecular cluster, C31H29BF6O2S overall (the ωB97M-V functional and the def2-TZVPD basis, the OMol25 dataset).

XYZ file:
```
70
Properties=species:S:1:pos:R:3:forces:R:3:mulliken_charge:R:1
C -0.2711 0.6698 -0.8901 -0.81 0.09 -0.90 0.843
H -1.7476 2.7207 -3.9069 0.03 -0.12 0.22 0.509
H 4.7137 0.5757 2.7752 -0.10 0.20 -0.13 0.453
C 4.4708 1.5186 2.2694 0.20 0.01 -0.11 -1.946
H 1.1315 -4.6672 -0.1828 0.18 0.23 -0.09 0.419
H 5.0699 2.3139 2.7325 -0.10 -0.14 -0.19 0.397
H -0.4346 -1.1288 4.1382 -0.24 0.06 0.10 0.282
C -0.9723 0.8226 -3.2025 0.02 -0.42 -0.11 0.128
C -2.9930 -1.8157 -0.8956 -0.16 -0.49 -0.98 0.983
C 1.4827 -3.6589 -0.4069 0.13 0.17 0.04 -0.705
F -4.7844 -4.2222 -4.8265 0.81 0.58 -0.13 -0.258
H 1.6290 2.1745 4.0955 0.17 -0.07 0.02 0.313
H -0.1328 -0.9570 -2.3302 -0.10 0.28 -0.01 0.566
C -2.7918 -3.6100 -2.5235 -0.17 0.20 0.01 -1.239
C 2.6835 1.9498 3.9115 -0.23 0.31 0.21 -1.799
C 2.5978 -3.4694 -1.2265 -0.12 0.30 0.08 -0.785
H -2.7406 1.2230 2.7071 0.11 -0.15 -0.14 0.439
C -2.5756 -3.1169 -1.2478 -0.01 0.37 0.16 -0.402
H 3.7900 4.6123 1.8285 0.02 -0.11 -0.12 0.364
C -1.5140 -0.9220 4.1759 0.20 -0.23 0.44 -1.319
C -3.6828 -1.0457 -1.8587 0.24 -0.14 0.32 -0.619
C -3.9086 -1.5417 -3.1318 0.05 0.04 0.24 -0.929
C 0.7971 -2.5661 0.1300 -0.02 -0.05 -0.03 -0.313
H -4.4280 -0.9389 -3.8725 0.12 -0.14 0.14 0.441
C -1.2718 2.6814 -1.7826 -0.01 0.19 0.29 0.169
H -1.9975 -1.7232 4.7487 0.17 0.19 0.03 0.357
C 0.3754 -0.0502 0.2475 3.67 1.49 0.17 0.807
H -1.6696 0.0316 4.6899 0.04 -0.20 -0.02 0.356
C -0.4335 0.0760 -2.1537 0.05 0.29 -0.10 -0.194
H -0.2764 -0.2140 1.1116 0.22 0.11 -0.19 -0.700
H 3.2959 2.7465 4.3478 -0.13 -0.07 -0.03 0.373
O 2.0222 2.2233 0.2859 0.17 -0.39 0.46 -0.511
C 3.4761 3.9696 0.9979 0.44 0.12 0.11 -1.816
H 4.3583 3.4843 0.5715 -0.15 0.14 0.03 0.346
B 1.7670 0.9703 0.7480 -3.74 -1.49 0.61 0.823
H -2.0593 -3.7412 -0.5165 -0.09 0.21 -0.19 0.310
C -2.6213 0.2728 2.1929 0.48 -0.89 0.17 -0.868
C -2.9811 0.0346 0.8380 0.34 -0.92 -0.09 -0.254
H 0.4783 3.0320 2.4193 0.19 0.12 -0.10 0.250
C -1.3642 2.1482 -3.0663 -0.10 -0.19 0.08 -1.064
C 1.1878 -1.2591 -0.1621 -0.22 -0.45 -0.36 -0.157
C -3.7136 -3.3632 -4.8251 -0.05 -0.24 -0.66 0.838
C 1.2517 3.7087 2.0291 -0.24 -0.02 0.00 -1.881
C -0.7442 1.9791 -0.7051 -0.22 0.08 -0.22 -0.426
H -2.4497 -4.6039 -2.8013 -0.06 0.19 0.06 0.397
H 3.1419 -4.2998 -1.6695 -0.10 0.19 0.09 0.455
H 4.7544 1.4268 1.2124 -0.07 -0.02 0.25 0.328
H 0.8006 4.3180 1.2345 0.14 -0.17 0.15 0.448
C -2.6962 -1.2577 0.4075 -0.92 0.95 1.46 0.541
H -0.7065 2.4340 0.2845 0.02 0.02 -0.34 0.534
H -3.4212 0.7875 0.1926 0.20 -0.09 0.12 0.411
H -0.0688 -2.7084 0.7843 0.55 -0.07 -0.48 0.387
C 2.9806 1.8022 2.4353 0.62 0.04 -0.12 1.570
S -2.1672 -2.2261 1.7756 -0.06 0.92 -0.35 -0.292
H 3.0241 4.6077 0.2298 0.05 -0.17 0.15 0.471
F -1.7241 3.9665 -1.5739 0.39 -0.98 -0.19 -0.367
H -4.0334 -0.0429 -1.6115 0.13 -0.32 -0.07 0.307
F -3.9870 -2.3877 -5.7398 0.16 -0.79 0.65 -0.268
C 3.0094 -2.1587 -1.4585 0.24 0.24 0.00 -0.068
C 2.4580 2.9573 1.4676 0.12 0.07 0.28 1.559
F -1.1463 0.1971 -4.4175 0.20 0.65 0.98 -0.394
C 2.3501 -1.0523 -0.9258 -0.07 -0.79 -0.32 -0.064
O 2.2605 0.6287 1.9793 0.15 0.76 -0.60 -0.564
C -2.0766 -0.8433 2.8116 -1.00 0.75 -0.88 0.742
H 2.9285 1.0107 4.4204 -0.01 0.18 -0.14 0.442
F -2.6402 -4.0666 -5.2991 -0.87 0.43 0.28 -0.270
F 4.1186 -1.9412 -2.2380 -0.75 -0.18 0.54 -0.353
H 2.7100 -0.0489 -1.1600 -0.05 -0.21 -0.08 0.566
C -3.4546 -2.8125 -3.4531 0.02 -0.20 -0.36 0.477
H 1.5657 4.3858 2.8345 -0.09 -0.22 -0.13 0.423
```
Forces are in eV/Å.

Calculated values
HOMO level: -8.22 eV
Lowest unoccupied orbital energy: -0.00377 Ha
SMILES string: CC1(C)OB([C@H](c2cccc(F)c2)c2cc(F)cc(F)c2)OC1(C)C.Cc1ccc(-c2ccc(C(F)(F)F)cc2)s1
Energy above the lowest of the compared OMol25 structures with the same formula, charge and spin: 16.2 kJ/mol
Kohn-Sham gap: 8.1 eV
2S+1: 1

# 2
# C31H29CdN4O5S

C31H29CdN4O5S as an isolated structure (the ωB97M-V functional and the def2-TZVPD basis, the OMol25 dataset).

XYZ file:
```
71
Properties=species:S:1:pos:R:3:forces:R:3:mulliken_charge:R:1
C -0.0111 -0.3251 -1.7855 0.05 0.03 0.01 0.051
C -0.8849 2.3072 3.2064 0.02 0.02 0.00 0.758
H -7.1020 2.2775 0.6892 0.00 0.00 0.00 0.382
C 4.1201 -1.4848 -1.1264 0.01 0.00 -0.01 1.138
H 1.6310 0.6047 -4.6032 0.00 0.00 -0.01 0.385
C 1.3286 -3.5931 0.6918 -0.02 0.06 -0.01 0.497
C 1.0098 0.0065 -3.9495 0.02 0.02 0.01 -0.929
H -2.7158 3.0110 5.0609 0.00 0.00 0.00 0.398
H -6.2676 -2.2468 0.0461 0.00 0.00 0.00 0.391
C 0.7752 0.4255 -2.6475 -0.05 -0.01 -0.03 -0.630
C -4.9861 2.6164 0.5959 -0.01 0.00 0.00 -0.833
H 5.1773 -2.5548 -2.6862 -0.01 0.00 0.00 0.411
O -2.2523 2.4711 3.1121 0.01 0.01 0.01 -0.357
C -3.7445 2.0720 0.2864 0.00 -0.01 -0.02 0.287
H 0.6770 -1.5445 -5.3943 0.00 0.00 0.00 0.390
H 5.1810 -3.3648 -1.1177 0.00 0.00 0.01 0.419
H -5.0452 3.6421 0.9359 0.00 0.00 0.00 0.451
C 7.0716 1.3195 0.1129 -0.02 0.01 0.00 -0.311
C 1.2807 2.7296 4.1156 0.01 0.00 0.00 -0.951
H 1.2376 1.3234 -2.2565 0.00 0.00 0.00 0.405
N -1.2782 0.7717 1.4426 -0.07 0.01 0.02 -0.082
H -0.6430 -4.1742 -1.7743 -0.08 0.03 -0.02 0.401
O 3.4857 1.1245 0.0510 0.01 -0.20 0.10 -0.700
C -6.1322 1.8578 0.4562 0.01 0.00 0.00 -0.801
H 2.8967 1.6649 3.2349 0.00 0.00 0.01 0.375
H 7.8313 2.0335 0.4139 0.01 0.00 0.00 0.351
C -4.8078 -0.0052 -0.2880 -0.01 -0.04 -0.01 0.462
C 6.4762 -0.8054 -0.7929 0.00 -0.02 -0.02 -0.694
O -4.6084 -1.2782 -0.7390 0.00 0.03 0.01 -0.290
C -2.8714 3.3404 4.0294 0.00 0.00 0.00 -1.081
H -2.4783 -0.7364 -0.9554 -0.06 0.03 0.01 0.367
H 1.9136 3.2537 4.8228 0.00 0.00 0.00 0.353
H -5.3704 -3.0606 -1.2555 0.00 0.00 0.00 0.222
C 5.7533 1.6449 0.2567 0.02 0.01 0.01 -0.696
C -1.1990 0.3410 0.1588 0.00 -0.03 -0.01 0.285
C -5.7419 -2.1024 -0.9018 0.00 -0.01 0.00 -1.017
C 1.0437 1.1122 2.3029 -0.16 -0.11 -0.09 -1.148
H -0.5184 3.6730 4.8244 0.00 0.00 0.00 0.363
H -2.4992 4.3639 3.9237 0.00 0.00 0.00 0.399
O 2.9040 -1.3287 -1.0096 -0.04 0.01 -0.06 -0.005
H -2.2303 -3.6869 -2.4748 -0.03 0.01 -0.02 0.390
C 7.4586 0.0733 -0.4163 0.01 0.00 0.00 -0.795
H -6.9434 -0.0466 -0.1072 0.00 0.00 0.00 0.386
C -1.5604 -3.6068 -1.6124 -0.07 0.00 -0.08 -1.219
C -0.3178 1.3930 2.2991 0.04 0.03 0.01 0.803
C -3.6339 0.7557 -0.1392 -0.02 -0.02 -0.01 -0.072
C 4.6916 0.7498 -0.1110 0.05 0.03 -0.07 0.405
H 8.5042 -0.1839 -0.5232 0.00 0.00 0.00 0.357
C -6.0444 0.5423 0.0047 0.00 0.00 -0.01 -0.501
H -2.2227 0.8805 1.7768 0.03 0.00 0.01 0.332
H 6.7659 -1.7643 -1.2045 0.01 0.01 0.00 0.295
N -0.0887 0.0673 -0.4327 -0.13 0.07 -0.13 -0.385
C -0.2839 -1.9779 -3.5324 -0.01 0.02 0.00 -0.926
C 1.8247 1.8269 3.2217 0.01 0.01 0.00 -0.168
C -0.5321 -1.5453 -2.2375 0.05 -0.09 0.05 1.643
H 3.6890 -3.3316 -2.0704 0.00 0.00 -0.01 0.284
N 1.5016 -2.5327 1.1470 0.03 0.04 0.07 -0.897
S 1.0848 -5.0850 0.0527 0.15 -0.11 0.11 -0.538
H -0.6655 -2.9301 -3.8712 0.00 -0.01 0.01 0.405
C 0.4820 -1.1950 -4.3881 -0.01 -0.01 -0.01 -0.731
H -3.9347 3.3184 3.7993 0.00 0.00 0.00 0.265
H -2.8484 2.6697 0.3841 -0.01 0.00 -0.01 0.442
H 5.4503 2.6006 0.6670 0.00 0.00 0.00 0.389
H -6.4344 -1.6867 -1.6392 0.00 0.00 0.00 0.387
O -1.2618 -2.2508 -1.3239 -0.04 0.14 -0.04 -0.258
C 4.5764 -2.7647 -1.7997 0.00 0.00 -0.01 -1.743
C 5.1024 -0.5156 -0.6657 -0.05 0.05 0.03 0.230
Cd 1.8049 -0.2951 0.8007 0.26 0.07 0.17 0.836
N -2.4227 0.1608 -0.4864 0.08 -0.06 0.02 0.186
H -2.0560 -3.9940 -0.7259 0.03 -0.02 -0.01 0.227
C -0.0919 2.9714 4.1217 -0.02 0.00 0.00 -0.443
```
Forces are in eV/Å.

Calculated values
Net charge: -1
HOMO level: -4.66 eV
Lowest unoccupied orbital energy: 0.08330 Ha
Energy above the lowest of the compared OMol25 structures with the same formula, charge and spin: 0.0 kJ/mol
Kohn-Sham gap: 6.9 eV
2S+1: 1

# 3
# C31H29Cl2InN7O2

C31H29Cl2InN7O2 as an isolated structure (the ωB97M-V functional and the def2-TZVPD basis, the OMol25 dataset).

XYZ file:
```
72
Properties=species:S:1:pos:R:3:forces:R:3:mulliken_charge:R:1
H 3.5822 0.4806 -1.8118 0.00 0.00 0.01 0.265
N -2.8086 -0.8125 1.2474 -0.04 -0.04 -0.02 -0.158
Cl 1.4252 6.5948 0.8875 0.00 0.00 0.00 -0.199
C 2.6512 -1.2674 2.6795 -0.04 0.00 0.04 -0.687
H 0.6132 1.2850 3.5912 -0.01 -0.04 -0.02 0.568
N -0.6055 2.1436 -0.7283 0.03 -0.01 0.00 -0.402
H -4.9238 -3.3785 1.6353 0.00 0.00 0.00 0.447
H 1.8799 -3.1597 1.0228 -0.01 0.00 0.01 0.022
O -2.2835 1.5520 3.8638 -0.01 0.00 0.02 -0.745
C -0.6310 3.6296 2.6311 0.00 -0.01 0.01 -0.422
C -2.1794 1.0734 2.7470 0.04 0.01 -0.05 0.555
C -2.6787 -0.6718 -4.2180 -0.01 -0.01 -0.01 -0.923
N -1.5124 1.5256 1.6808 -0.02 -0.08 -0.02 -0.048
C 2.1023 1.3812 2.0469 -0.01 -0.02 0.05 -0.286
H 0.7780 -4.5072 0.7210 0.00 -0.01 -0.01 0.456
O -0.3763 3.4219 -2.6456 0.04 -0.03 -0.02 -0.735
H 2.8940 -2.2846 2.9622 0.00 0.00 -0.01 0.569
H 1.9994 -0.9565 -3.9928 0.00 0.00 0.00 0.292
H 3.6952 1.2114 0.6226 0.00 0.00 0.00 0.584
C 2.9939 -2.1239 -2.4867 0.00 0.00 -0.01 -0.749
C 0.5504 5.1350 1.1680 -0.01 0.00 0.01 0.086
C 2.8603 -0.8703 -3.3259 0.00 0.01 0.00 -0.756
H 0.8629 -4.0630 -1.7125 0.00 -0.01 0.00 0.218
H -1.0061 3.3940 3.6145 -0.01 0.00 0.00 0.628
C 2.6758 0.3143 -2.4022 -0.01 0.00 -0.02 -0.566
C -2.1534 0.4156 -4.9034 0.01 0.02 0.02 -0.421
N 1.5400 0.0476 -1.5323 0.00 0.01 -0.01 0.700
Cl 0.3153 5.8640 3.7735 0.00 0.00 0.01 -0.199
In -1.2550 0.2538 0.0097 0.02 0.19 0.05 1.645
H 2.5129 -4.1654 -1.0986 0.00 0.00 -0.01 0.573
H -3.1988 -1.4670 -4.7322 0.00 0.00 0.00 0.482
H -2.2539 0.4857 -5.9782 0.00 0.00 0.00 0.471
H 1.1693 0.8319 -1.0129 0.02 0.01 0.00 -0.532
N 0.2136 -1.2738 -0.1959 -0.03 -0.07 -0.01 0.235
C 1.2206 -1.1765 -1.0650 -0.07 0.00 0.04 -0.016
C -2.5333 -0.7179 -2.8475 -0.02 0.02 0.01 0.058
C -0.7108 2.4205 -2.0366 -0.13 0.07 0.09 0.534
C 0.3323 4.2741 0.0983 0.01 -0.01 0.00 -0.741
H -3.3710 -2.3620 0.0006 0.00 0.01 -0.01 0.435
C -1.5054 1.4115 -4.1939 0.00 0.00 -0.01 -0.750
H -3.8272 -0.2320 4.3698 0.00 0.00 0.00 0.558
H 2.9604 -3.0110 -3.1195 0.00 -0.01 0.01 0.504
C 3.1013 0.6954 1.3681 0.00 0.03 0.00 -0.659
H 2.4644 1.2271 -2.9577 0.00 0.00 0.00 0.381
C -4.3696 -2.4884 1.8954 0.00 -0.02 0.00 -1.017
H 1.0978 -1.0775 4.1492 0.00 0.00 0.00 0.486
C 1.5907 -3.5872 -1.0471 -0.01 -0.01 0.01 -0.859
N 1.8943 -2.2407 -1.5246 0.05 -0.01 -0.01 0.373
H -0.3685 -2.3760 1.4717 0.00 -0.01 0.00 0.326
C -1.3968 1.2985 -2.8178 0.04 -0.05 -0.05 0.401
H 3.9487 -2.1344 -1.9521 0.00 0.00 0.01 0.298
C 1.0815 -3.5199 0.3746 0.02 0.02 0.01 -0.627
C 1.3662 0.7372 3.0375 0.09 0.02 -0.04 -0.557
C 1.6428 -0.5873 3.3518 -0.02 0.01 0.02 -0.514
N -1.9114 0.2469 -2.1601 0.03 -0.02 -0.02 -0.104
C 0.0674 4.8144 2.4277 0.01 0.01 -0.02 0.077
C -0.0912 -2.5650 0.4327 0.02 0.01 0.00 -0.597
C -0.3575 3.0893 0.2881 0.00 -0.02 0.00 -0.134
H 3.7505 -0.7413 -3.9394 0.00 0.00 0.00 0.397
H -1.0836 2.2874 -4.6656 0.00 0.00 0.00 0.545
H 0.6956 4.5385 -0.8824 -0.01 0.00 0.00 0.608
C -3.7698 -0.7472 3.4219 0.00 -0.01 0.01 -0.695
H -0.9559 -3.0281 -0.0586 0.00 0.01 -0.01 0.226
C -2.9352 -0.2240 2.4487 -0.02 -0.01 0.02 0.401
C -0.8454 2.7555 1.5769 0.02 0.03 -0.04 -0.259
H 1.9215 2.4274 1.8344 -0.02 0.01 -0.02 0.536
C 3.3750 -0.6298 1.6817 0.03 -0.01 -0.02 -0.404
H 4.1797 -1.1532 1.1780 0.00 0.00 0.00 0.436
C -3.5099 -1.9217 0.9798 0.01 0.01 0.01 0.049
H -5.1630 -2.3098 3.8846 0.00 0.00 0.00 0.461
H -2.9364 -1.5424 -2.2730 0.01 -0.01 0.00 0.304
C -4.4980 -1.8896 3.1420 0.01 0.01 0.01 -0.427
```
Forces are in eV/Å.

Calculated values
Net charge: +1
HOMO level: -10.04 eV
Lowest unoccupied orbital energy: -0.11137 Ha
Energy above the lowest of the compared OMol25 structures with the same formula, charge and spin: 0.0 kJ/mol
Kohn-Sham gap: 7.0 eV
2S+1: 1